[1]
4 unconnected molecules or ions with the total composition C18H29N3O7. Source: the OMol25 dataset; level of theory: ωB97M-V/def2-TZVPD.

Lowest unoccupied orbital energy   -1.2 eV
Gap between HOMO and LUMO   7.865 eV
Max |F|   0.3 eV Å⁻¹
Charge   0
Molecular weight   399.4 g/mol
Structure (SMILES)   CC1=C(CC(=O)O)C(=O)C=CC1=O.CNC(C)=O.CNC(C)=O.CNC(C)=O

Each atom is followed by the atoms it is bonded to, with distances in Å.
CARTESIAN COORDINATES (ANGSTROEM)
1 C -2.398 2.474 4.416  C2 1.500, H14 1.091, H15 1.089, H16 1.095
2 C -1.603 2.816 3.191  C1 1.500, C3 1.339, C12 1.507
3 C -0.459 3.512 3.178  C2 1.339, C4 1.506, C8 1.494
4 C 0.229 4.090 4.387  C3 1.506, C5 1.525, H17 1.092, H18 1.095
5 C 1.727 3.802 4.396  C4 1.525, O6 1.193, O7 1.351
6 O 2.152 2.689 4.454  C5 1.193
7 O 2.558 4.867 4.413  C5 1.351, H19 0.968
8 C 0.194 3.870 1.882  C3 1.494, O9 1.215, C10 1.475
9 O 1.129 4.647 1.884  C8 1.215
10 C -0.336 3.306 0.627  C8 1.475, C11 1.329, H20 1.085
11 C -1.456 2.592 0.626  C10 1.329, C12 1.481, H21 1.086
12 C -2.189 2.336 1.888  C2 1.507, C11 1.481, O13 1.212
13 O -3.244 1.738 1.884  C12 1.212
14 H -2.861 1.493 4.300  C1 1.091
15 H -1.789 2.476 5.319  C1 1.089
16 H -3.218 3.188 4.543  C1 1.095
17 H -0.146 3.626 5.301  C4 1.092
18 H 0.020 5.162 4.461  C4 1.095
19 H 2.148 5.587 3.910  O7 0.968
20 H 0.224 3.502 -0.281  C10 1.085
21 H -1.862 2.158 -0.283  C11 1.086
22 C -1.994 -2.197 2.521  N23 1.447, H27 1.092, H28 1.092, H29 1.085
23 N -2.201 -1.386 1.341  C22 1.447, C24 1.360, H30 1.009
24 C -2.180 -1.778 0.039  N23 1.360, C25 1.511, O26 1.220
25 C -1.920 -3.242 -0.233  C24 1.511, H31 1.087, H32 1.090, H33 1.091
26 O -2.361 -0.976 -0.863  C24 1.220
27 H -2.872 -2.174 3.170  C22 1.092
28 H -1.135 -1.844 3.094  C22 1.092
29 H -1.807 -3.228 2.238  C22 1.085
30 H -2.389 -0.403 1.470  N23 1.009
31 H -1.937 -3.381 -1.311  C25 1.087
32 H -0.953 -3.563 0.155  C25 1.090
33 H -2.692 -3.870 0.212  C25 1.091
34 C 1.575 -4.597 -3.761  N35 1.447, H39 1.092, H40 1.091, H41 1.085
35 N 0.952 -4.698 -2.459  C34 1.447, C36 1.360, H42 1.009
36 C 1.459 -5.243 -1.321  N35 1.360, C37 1.512, O38 1.219
37 C 2.852 -5.827 -1.388  C36 1.512, H43 1.085, H44 1.091, H45 1.091
38 O 0.808 -5.250 -0.290  C36 1.219
39 H 1.677 -3.554 -4.065  C34 1.092
40 H 0.989 -5.120 -4.518  C34 1.091
41 H 2.565 -5.040 -3.735  C34 1.085
42 H 0.025 -4.317 -2.347  N35 1.009
43 H 3.098 -6.212 -0.404  C37 1.085
44 H 2.903 -6.639 -2.114  C37 1.091
45 H 3.583 -5.068 -1.669  C37 1.091
46 C 0.717 2.004 -5.478  N47 1.447, H51 1.091, H52 1.091, H53 1.085
47 N 0.154 2.029 -4.146  C46 1.447, C48 1.359, H54 1.008
48 C 0.730 1.635 -2.980  N47 1.359, C49 1.512, O50 1.219
49 C 2.138 1.089 -3.045  C48 1.512, H55 1.085, H56 1.091, H57 1.091
50 O 0.124 1.715 -1.925  C48 1.219
51 H 0.754 3.006 -5.908  C46 1.091
52 H 0.129 1.366 -6.140  C46 1.091
53 H 1.730 1.614 -5.446  C46 1.085
54 H -0.790 2.366 -4.034  N47 1.008
55 H 2.437 0.820 -2.036  C49 1.085
56 H 2.186 0.204 -3.681  C49 1.091
57 H 2.832 1.833 -3.439  C49 1.091

***

[2]
4 unconnected molecules or ions with the total composition C46H65BBrF4O9P. Source: the OMol25 dataset; level of theory: ωB97M-V/def2-TZVPD.

Lowest unoccupied orbital energy   -1.9 eV
Gap between HOMO and LUMO   6.401 eV
Max |F|   8.9 eV Å⁻¹
Charge   0
Molecular weight   959.7 g/mol
Structure (SMILES)   C=CC(=O)OCCCCCCc1c(C(F)(F)C(F)F)cc(P(C)C)c2c1C(=O)c1c(B(O)OC)cc(Br)c(CCCCCC)c1C2=O.C1CCOC1.C1CCOC1.C1CCOC1

Each atom is followed by the atoms it is bonded to, with distances in Å.
CARTESIAN COORDINATES (ANGSTROEM)
1 C 6.126 -2.509 1.964  C2 1.499, H48 1.193, H49 1.193
2 C 6.497 -1.486 0.932  C1 1.499, C3 1.640, H50 1.185
3 C 5.944 -1.431 -0.610  C2 1.640, O4 1.359, O5 1.471
4 O 6.714 -2.018 -1.564  C3 1.359
5 O 4.672 -0.852 -1.070  C3 1.471, C6 1.501
6 C 4.794 0.634 -1.241  O5 1.501, C7 1.639, H51 1.170, H52 1.173
7 C 3.620 1.292 -0.306  C6 1.639, C8 1.668, H53 1.172, H54 1.188
8 C 2.771 2.514 -1.059  C7 1.668, C9 1.673, H55 1.170, H56 1.171
9 C 1.285 2.524 -0.291  C8 1.673, C10 1.644, H57 1.192, H58 1.189
10 C 1.381 2.957 1.292  C9 1.644, C11 1.663, H59 1.184, H60 1.194
11 C -0.020 2.680 2.145  C10 1.663, C12 1.639, H61 1.194, H62 1.194
12 C -0.601 1.155 1.985  C11 1.639, C13 1.639, C26 1.647
13 C 0.164 -0.115 2.682  C12 1.639, C14 1.639, C20 1.672
14 C 1.506 -0.059 3.622  C13 1.639, F15 1.481, F16 1.511, C17 1.642
15 F 1.711 1.211 4.355  C14 1.481
16 F 1.310 -1.117 4.683  C14 1.511
17 C 2.789 -0.560 2.728  C14 1.642, F18 1.511, F19 1.481, H63 1.175
18 F 3.227 -1.908 3.252  C17 1.511
19 F 3.980 0.317 2.797  C17 1.481
20 C -0.476 -1.637 2.419  C13 1.672, C21 1.639, H64 1.178
21 C -1.836 -1.934 1.554  C20 1.639, P22 1.948, C25 1.645
22 P -2.449 -3.771 1.341  C21 1.948, C23 1.943, C24 1.948
23 C -1.213 -4.953 2.264  P22 1.943, H65 1.170, H66 1.193, H67 1.172
24 C -2.173 -4.243 -0.529  P22 1.948, H68 1.173, H69 1.194, H70 1.179
25 C -2.615 -0.638 0.906  C21 1.645, C26 1.673, C46 1.673
26 C -1.973 0.893 1.111  C12 1.647, C25 1.673, C27 1.673
27 C -2.870 2.108 0.392  C26 1.673, O28 1.336, C29 1.673
28 O -2.343 3.128 -0.290  C27 1.336
29 C -4.523 1.911 0.553  C27 1.673, C30 1.639, C45 1.673
30 C -5.571 3.118 0.917  C29 1.639, B31 1.644, C35 1.669
31 B -5.078 4.668 1.164  C30 1.644, O32 1.481, O33 1.477
32 O -4.413 4.974 2.451  B31 1.481, H71 1.003
33 O -5.297 5.770 0.206  B31 1.477, C34 1.473
34 C -6.721 5.949 -0.124  O33 1.473, H72 1.177, H73 1.192, H74 1.188
35 C -7.201 2.809 1.098  C30 1.669, C36 1.643, H75 1.188
36 C -7.795 1.287 0.924  C35 1.643, Br37 2.035, C38 1.645
37 Br -9.795 1.077 1.240  C36 2.035
38 C -6.783 0.045 0.551  C36 1.645, C39 1.640, C45 1.654
39 C -7.319 -1.495 0.373  C38 1.640, C40 1.644, H76 1.188, H77 1.176
40 C -8.047 -1.811 -1.068  C39 1.644, C41 1.648, H78 1.170, H79 1.174
41 C -9.686 -1.740 -0.917  C40 1.648, C42 1.642, H80 1.192, H81 1.194
42 C -10.506 -2.763 -1.907  C41 1.642, C43 1.671, H82 1.171, H83 1.177
43 C -12.092 -2.238 -1.887  C42 1.671, C44 1.656, H84 1.175, H85 1.191
44 C -12.749 -2.279 -0.367  C43 1.656, H86 1.172, H87 1.186, H88 1.188
45 C -5.173 0.380 0.375  C29 1.673, C38 1.654, C46 1.673
46 C -4.039 -0.805 0.045  C25 1.673, C45 1.673, O47 1.336
47 O -4.225 -1.774 -0.854  C46 1.336
48 H 6.828 -2.752 2.898  C1 1.193
49 H 5.103 -3.121 1.948  C1 1.193
50 H 7.287 -0.672 1.274  C2 1.185
51 H 4.654 0.954 -2.358  C6 1.170
52 H 5.836 0.929 -0.788  C6 1.173
53 H 4.042 1.759 0.683  C7 1.172
54 H 2.817 0.436 -0.124  C7 1.188
55 H 2.680 2.369 -2.217  C8 1.170
56 H 3.293 3.510 -0.732  C8 1.171
57 H 0.787 1.450 -0.426  C9 1.192
58 H 0.602 3.257 -0.931  C9 1.189
59 H 2.334 2.520 1.844  C10 1.184
60 H 1.510 4.144 1.300  C10 1.194
61 H 0.142 2.936 3.300  C11 1.194
62 H -0.777 3.519 1.761  C11 1.194
63 H 2.389 -0.767 1.643  C17 1.175
64 H 0.066 -2.559 2.915  C20 1.178
65 H -1.470 -6.086 2.127  C23 1.170
66 H -0.119 -4.739 1.836  C23 1.193
67 H -1.192 -4.592 3.380  C23 1.172
68 H -1.517 -3.450 -1.091  C24 1.173
69 H -1.610 -5.293 -0.611  C24 1.194
70 H -3.224 -4.373 -1.047  C24 1.179
71 H -3.417 4.900 2.370  O32 1.003
72 H -7.460 5.766 0.774  C34 1.177
73 H -6.969 7.041 -0.534  C34 1.192
74 H -6.985 5.178 -0.988  C34 1.188
75 H -7.919 3.709 1.390  C35 1.188
76 H -6.428 -2.274 0.478  C39 1.188
77 H -8.067 -1.747 1.244  C39 1.176
78 H -7.736 -2.894 -1.383  C40 1.170
79 H -7.735 -0.978 -1.834  C40 1.174
80 H -10.004 -1.845 0.227  C41 1.192
81 H -9.993 -0.628 -1.223  C41 1.194
82 H -10.507 -3.845 -1.458  C42 1.171
83 H -10.079 -2.697 -3.002  C42 1.177
84 H -12.695 -2.957 -2.595  C43 1.175
85 H -12.182 -1.121 -2.289  C43 1.191
86 H -12.173 -1.571 0.369  C44 1.172
87 H -13.866 -1.905 -0.494  C44 1.186
88 H -12.767 -3.390 0.052  C44 1.188
89 C 9.658 2.020 3.467  C90 1.507, C93 1.513, H94 1.093, H95 1.097
90 C 8.317 2.112 4.149  C89 1.507, C91 1.513, H96 1.096, H97 1.093
91 C 7.915 0.656 4.254  C90 1.513, O92 1.434, H98 1.095, H99 1.094
92 O 9.127 -0.102 4.372  C91 1.434, C93 1.434
93 C 10.234 0.758 4.071  C89 1.513, O92 1.434, H100 1.095, H101 1.093
94 H 10.291 2.897 3.625  C89 1.093
95 H 9.517 1.888 2.388  C89 1.097
96 H 8.438 2.539 5.151  C90 1.096
97 H 7.587 2.717 3.604  C90 1.093
98 H 7.397 0.320 3.350  C91 1.095
99 H 7.273 0.460 5.117  C91 1.094
100 H 10.757 0.971 5.010  C93 1.095
101 H 10.925 0.247 3.395  C93 1.093
102 C 4.825 4.425 -6.080  C103 1.507, C106 1.513, H107 1.093, H108 1.097
103 C 6.047 3.549 -5.979  C102 1.507, C104 1.513, H109 1.096, H110 1.093
104 C 5.928 3.000 -4.574  C103 1.513, O105 1.434, H111 1.095, H112 1.094
105 O 4.527 2.923 -4.274  C104 1.434, C106 1.434
106 C 3.805 3.638 -5.286  C102 1.513, O105 1.434, H113 1.095, H114 1.093
107 H 4.507 4.619 -7.108  C102 1.093
108 H 5.017 5.387 -5.592  C102 1.097
109 H 5.978 2.732 -6.706  C103 1.096
110 H 6.985 4.082 -6.151  C103 1.093
111 H 6.389 3.673 -3.844  C104 1.095
112 H 6.382 2.010 -4.471  C104 1.094
113 H 3.295 2.901 -5.916  C106 1.095
114 H 3.052 4.278 -4.819  C106 1.093
115 C 4.051 -4.477 -2.083  C116 1.507, C119 1.513, H120 1.093, H121 1.097
116 C 3.281 -5.650 -2.630  C115 1.507, C117 1.513, H122 1.096, H123 1.093
117 C 1.994 -5.582 -1.837  C116 1.513, O118 1.434, H124 1.095, H125 1.094
118 O 1.766 -4.199 -1.532  C117 1.434, C119 1.434
119 C 2.955 -3.461 -1.844  C115 1.513, O118 1.434, H126 1.095, H127 1.093
120 H 4.832 -4.112 -2.755  C115 1.093
121 H 4.519 -4.752 -1.130  C115 1.097
122 H 3.072 -5.492 -3.695  C116 1.096
123 H 3.799 -6.606 -2.521  C116 1.093
124 H 2.082 -6.123 -0.889  C117 1.095
125 H 1.139 -5.983 -2.389  C117 1.094
126 H 2.756 -2.874 -2.747  C119 1.095
127 H 3.190 -2.775 -1.026  C119 1.093